A) C38H47BrGeN3O4SV | wB97M-V/def2-TZVPD

Properties
- charge = -1
- 2S+1 = 2
- HOMO level (spin up / spin down) (eV) = -4.76 / -4.66

Cartesian coordinates (Å):
1 V 0.39 0.23 1.08
2 C -0.12 -1.16 3.97
3 N 0.67 -1.45 2.76
4 C 2.09 -1.56 3.11
5 C 0.13 -2.62 2.10
6 C 0.49 -3.90 2.46
7 C -0.06 -5.01 1.82
8 C -0.99 -4.80 0.82
9 C -1.36 -3.52 0.44
10 C -0.80 -2.39 1.06
11 N -1.07 -1.08 0.69
12 C -1.86 -0.90 -0.49
13 C -1.31 -1.18 -1.74
14 C -2.02 -0.99 -2.91
15 C -3.32 -0.52 -2.84
16 C -3.89 -0.23 -1.61
17 C -3.18 -0.40 -0.42
18 N -3.73 -0.03 0.82
19 C -4.79 0.95 0.81
20 C -3.92 -1.05 1.83
21 H -0.02 -1.98 4.70
22 H 0.23 -0.23 4.42
23 H -1.17 -1.03 3.71
24 H 2.25 -2.23 3.97
25 H 2.64 -1.95 2.26
26 H 2.48 -0.58 3.36
27 H 1.22 -4.05 3.25
28 H 0.25 -6.01 2.10
29 H -1.44 -5.65 0.31
30 H -2.08 -3.39 -0.35
31 H -0.29 -1.55 -1.76
32 H -1.55 -1.20 -3.87
33 H -3.89 -0.36 -3.75
34 H -4.90 0.15 -1.57
35 H -5.78 0.52 0.57
36 H -4.85 1.39 1.81
37 H -4.57 1.74 0.10
38 H -4.81 -1.67 1.61
39 H -3.06 -1.70 1.89
40 H -4.06 -0.57 2.80
41 O 2.91 1.93 3.63
42 C 1.79 1.97 3.17
43 O 1.47 1.36 2.05
44 C 0.67 2.66 3.87
45 C 1.03 3.50 4.93
46 C 0.10 4.22 5.64
47 C -1.25 4.09 5.29
48 C -1.62 3.26 4.26
49 C -0.68 2.51 3.52
50 S -1.40 1.45 2.32
51 H 2.09 3.57 5.16
52 H 0.40 4.88 6.45
53 H -2.01 4.65 5.83
54 H -2.67 3.16 4.00
55 C 2.84 -0.64 -4.32
56 C 2.89 0.65 -3.52
57 C 1.59 0.92 -2.77
58 C 1.67 2.11 -1.82
59 Ge 0.15 2.21 -0.53
60 C -1.59 2.38 -1.47
61 C -1.75 3.65 -2.31
62 C -1.10 3.56 -3.68
63 C -1.29 4.83 -4.50
64 H 3.77 -0.83 -4.86
65 H 2.03 -0.62 -5.05
66 H 2.66 -1.50 -3.66
67 H 3.12 1.50 -4.18
68 H 3.71 0.61 -2.79
69 H 1.33 0.02 -2.21
70 H 0.78 1.05 -3.49
71 H 1.76 3.05 -2.37
72 H 2.56 2.02 -1.19
73 H 0.33 3.53 0.25
74 H -2.33 2.35 -0.67
75 H -1.77 1.50 -2.09
76 H -1.34 4.52 -1.77
77 H -2.82 3.87 -2.45
78 H -1.52 2.70 -4.22
79 H -0.03 3.35 -3.57
80 H -2.36 5.03 -4.67
81 H -0.81 4.76 -5.48
82 H -0.87 5.70 -3.99
83 Br 4.76 -6.36 -2.56
84 C 4.14 -4.71 -1.84
85 C 5.01 -3.62 -1.80
86 C 4.55 -2.42 -1.28
87 C 3.25 -2.31 -0.80
88 C 2.40 -3.41 -0.84
89 C 2.85 -4.62 -1.36
90 C 2.79 -0.98 -0.25
91 O 3.56 -0.07 -0.08
92 O 1.50 -0.96 -0.02
93 H 6.01 -3.72 -2.19
94 H 5.20 -1.56 -1.23
95 H 1.39 -3.32 -0.46
96 H 2.19 -5.48 -1.38

These are the Mulliken partial charges, in e, on atoms 1 to 6: 0.129 -1.310 1.824 -1.099 0.118 -0.405

B) C38H47BrGeN3O4SV | wB97M-V/def2-TZVPD

Properties
- charge = -1
- 2S+1 = 2
- HOMO level (spin up / spin down) (eV) = -2.99 / -2.76

Cartesian coordinates (Å):
1 V 0.87 -0.05 -0.03
2 C 0.72 -2.54 -2.11
3 N 1.52 -2.13 -0.95
4 C 2.95 -2.09 -1.32
5 C 1.37 -2.96 0.22
6 C 0.94 -4.27 0.20
7 C 0.79 -4.98 1.39
8 C 1.06 -4.35 2.60
9 C 1.48 -3.03 2.63
10 C 1.67 -2.32 1.44
11 N 1.96 -0.97 1.34
12 C 2.73 -0.25 2.21
13 C 3.65 -0.78 3.13
14 C 4.39 0.06 3.95
15 C 4.24 1.44 3.89
16 C 3.34 1.98 2.98
17 C 2.60 1.15 2.15
18 N 1.65 1.68 1.17
19 C 0.50 2.30 1.87
20 C 2.28 2.70 0.31
21 H 1.09 -3.48 -2.54
22 H 0.80 -1.77 -2.87
23 H -0.32 -2.64 -1.81
24 H 3.26 -3.10 -1.63
25 H 3.53 -1.78 -0.46
26 H 3.11 -1.39 -2.13
27 H 0.69 -4.74 -0.74
28 H 0.44 -6.00 1.37
29 H 0.90 -4.88 3.53
30 H 1.62 -2.52 3.57
31 H 3.80 -1.85 3.19
32 H 5.10 -0.37 4.65
33 H 4.81 2.09 4.54
34 H 3.21 3.05 2.92
35 H -0.22 2.63 1.13
36 H 0.83 3.16 2.47
37 H 0.04 1.56 2.52
38 H 2.58 3.57 0.90
39 H 1.55 3.02 -0.44
40 H 3.14 2.28 -0.19
41 O 3.05 0.50 -3.39
42 C 2.04 0.77 -2.75
43 O 1.95 0.59 -1.47
44 C 0.86 1.39 -3.45
45 C 1.15 1.98 -4.68
46 C 0.16 2.56 -5.45
47 C -1.15 2.52 -5.00
48 C -1.45 1.92 -3.80
49 C -0.46 1.37 -2.97
50 S -1.00 0.68 -1.43
51 H 2.18 1.95 -5.02
52 H 0.41 3.03 -6.40
53 H -1.95 2.94 -5.60
54 H -2.47 1.88 -3.45
55 C -0.95 6.66 -3.37
56 C -1.94 5.57 -3.01
57 C -2.66 5.83 -1.69
58 C -3.56 4.66 -1.28
59 Ge -2.47 3.09 -0.72
60 C -3.01 2.41 1.06
61 C -4.17 1.42 0.96
62 C -5.47 2.02 0.45
63 C -6.59 0.99 0.40
64 H -0.48 6.46 -4.34
65 H -0.16 6.73 -2.62
66 H -1.44 7.63 -3.43
67 H -1.42 4.60 -2.95
68 H -2.69 5.46 -3.80
69 H -3.24 6.76 -1.78
70 H -1.91 6.02 -0.91
71 H -4.21 4.40 -2.11
72 H -4.21 4.93 -0.44
73 H -1.04 3.70 -0.58
74 H -3.28 3.25 1.70
75 H -2.15 1.91 1.50
76 H -4.36 0.97 1.95
77 H -3.88 0.59 0.31
78 H -5.32 2.45 -0.54
79 H -5.76 2.85 1.10
80 H -6.33 0.18 -0.30
81 H -7.53 1.43 0.07
82 H -6.75 0.54 1.38
83 Br -6.10 -1.24 5.11
84 C -4.72 -1.35 3.79
85 C -3.49 -0.78 4.06
86 C -2.50 -0.84 3.09
87 C -2.74 -1.49 1.88
88 C -3.97 -2.07 1.65
89 C -4.98 -2.00 2.60
90 C -1.68 -1.53 0.80
91 O -1.83 -2.29 -0.15
92 O -0.69 -0.73 1.01
93 H -3.31 -0.27 5.00
94 H -1.54 -0.39 3.25
95 H -4.13 -2.57 0.70
96 H -5.95 -2.44 2.42

These are the Mulliken partial charges, in e, on atoms 1 to 6: 0.848 -1.202 1.376 -1.196 -0.060 -0.345

It turns out A) is the most stable, with the second structure 130.5 kJ/mol higher.

A) C41H39AsN3O4STa | wB97M-V/def2-TZVPD

Properties
- 2S+1 = 1
- HOMO level (eV) = -7.95

Cartesian coordinates (Å):
1 Ta -0.47 0.09 -2.04
2 O -2.54 2.76 -5.01
3 C -3.82 2.55 -4.64
4 C -4.79 3.34 -5.26
5 C -6.12 3.20 -4.93
6 C -6.52 2.26 -3.97
7 C -5.56 1.48 -3.36
8 C -4.20 1.61 -3.67
9 C -3.22 0.75 -2.99
10 O -1.94 0.92 -3.28
11 N -3.60 -0.15 -2.15
12 N -2.48 -0.83 -1.68
13 C -2.74 -1.94 -1.07
14 C -1.75 -2.89 -0.66
15 C -2.13 -3.96 0.16
16 C -1.23 -4.94 0.50
17 C 0.07 -4.88 -0.01
18 C 0.46 -3.85 -0.84
19 C -0.44 -2.83 -1.17
20 O -0.05 -1.87 -1.98
21 H -1.99 2.16 -4.47
22 H -4.46 4.06 -6.00
23 H -6.86 3.82 -5.42
24 H -7.56 2.15 -3.71
25 H -5.84 0.75 -2.61
26 H -3.79 -2.17 -0.91
27 H -3.15 -3.99 0.54
28 H -1.53 -5.76 1.14
29 H 0.79 -5.65 0.25
30 H 1.47 -3.79 -1.24
31 S -1.20 0.80 0.14
32 C 0.00 1.71 1.07
33 C 0.09 3.09 0.91
34 C 0.94 3.83 1.73
35 C 1.67 3.19 2.72
36 C 1.55 1.82 2.90
37 C 0.71 1.06 2.08
38 As 0.59 -0.90 2.22
39 C 1.66 -1.13 3.85
40 C 2.92 -1.71 3.72
41 C 3.74 -1.90 4.83
42 C 3.30 -1.52 6.08
43 C 2.03 -0.95 6.23
44 C 1.22 -0.76 5.12
45 C -1.16 -1.06 3.06
46 C -1.90 0.01 3.57
47 C -3.15 -0.21 4.14
48 C -3.66 -1.49 4.23
49 C -2.93 -2.56 3.73
50 C -1.69 -2.34 3.15
51 H -0.50 3.58 0.15
52 H 1.01 4.90 1.60
53 H 2.32 3.76 3.37
54 H 2.12 1.34 3.68
55 H 3.27 -2.03 2.74
56 H 4.72 -2.35 4.70
57 H 3.93 -1.66 6.95
58 H 1.68 -0.66 7.21
59 H 0.24 -0.32 5.24
60 H -1.51 1.02 3.51
61 H -3.71 0.63 4.53
62 H -4.63 -1.66 4.68
63 H -3.33 -3.57 3.80
64 H -1.13 -3.18 2.75
65 N 1.56 0.82 -5.71
66 C 1.07 0.91 -4.47
67 O 0.43 -0.05 -4.00
68 C 1.31 2.13 -3.64
69 C 0.30 2.18 -2.49
70 H 1.41 -0.02 -6.24
71 H 2.06 1.59 -6.12
72 H 1.35 3.02 -4.28
73 H 2.32 1.98 -3.23
74 H -0.54 2.82 -2.76
75 H 0.79 2.62 -1.62
76 C 5.05 0.70 -1.47
77 C 4.12 0.07 -0.42
78 C 4.26 0.84 0.90
79 C 4.49 -1.40 -0.21
80 C 2.73 0.15 -0.91
81 C 1.59 0.13 -1.31
82 H 6.09 0.63 -1.13
83 H 4.81 1.75 -1.62
84 H 4.96 0.18 -2.42
85 H 5.30 0.81 1.24
86 H 3.63 0.39 1.67
87 H 3.96 1.88 0.78
88 H 5.51 -1.48 0.20
89 H 4.45 -1.95 -1.15
90 H 3.80 -1.88 0.48

These are the Mulliken partial charges, in e, on atoms 1 to 6: 2.122 -0.747 0.445 -0.671 -0.297 -0.739

B) C41H39AsN3O4STa | wB97M-V/def2-TZVPD

Properties
- 2S+1 = 1
- HOMO level (eV) = -7.76

Cartesian coordinates (Å):
1 Ta -0.52 0.03 -1.84
2 O -2.07 2.95 -4.84
3 C -3.40 2.76 -4.68
4 C -4.25 3.64 -5.37
5 C -5.62 3.51 -5.25
6 C -6.17 2.52 -4.45
7 C -5.34 1.65 -3.78
8 C -3.95 1.75 -3.88
9 C -3.10 0.80 -3.14
10 O -1.79 0.99 -3.16
11 N -3.62 -0.20 -2.51
12 N -2.62 -0.93 -1.89
13 C -3.04 -2.01 -1.32
14 C -2.20 -2.98 -0.69
15 C -2.77 -4.05 0.01
16 C -1.99 -5.03 0.57
17 C -0.59 -4.95 0.42
18 C 0.00 -3.92 -0.28
19 C -0.80 -2.91 -0.84
20 O -0.24 -1.94 -1.53
21 H -1.63 2.29 -4.28
22 H -3.80 4.41 -5.98
23 H -6.26 4.20 -5.79
24 H -7.25 2.42 -4.36
25 H -5.74 0.87 -3.15
26 H -4.11 -2.19 -1.35
27 H -3.85 -4.09 0.11
28 H -2.43 -5.85 1.12
29 H 0.03 -5.72 0.86
30 H 1.07 -3.85 -0.40
31 S -1.61 0.62 0.23
32 C -0.71 1.78 1.23
33 C -1.12 3.11 1.23
34 C -0.49 4.03 2.06
35 C 0.53 3.61 2.90
36 C 0.92 2.28 2.91
37 C 0.32 1.34 2.07
38 As 0.81 -0.56 2.02
39 C 2.05 -0.59 3.54
40 C 3.32 -0.04 3.34
41 C 4.28 -0.10 4.33
42 C 4.00 -0.74 5.53
43 C 2.75 -1.30 5.73
44 C 1.78 -1.23 4.74
45 C -0.80 -1.23 2.92
46 C -1.49 -0.51 3.89
47 C -2.64 -1.03 4.46
48 C -3.11 -2.28 4.07
49 C -2.42 -3.00 3.11
50 C -1.27 -2.48 2.53
51 H -1.93 3.42 0.59
52 H -0.81 5.06 2.06
53 H 1.02 4.32 3.56
54 H 1.71 1.96 3.58
55 H 3.55 0.45 2.40
56 H 5.26 0.33 4.16
57 H 4.75 -0.80 6.31
58 H 2.52 -1.80 6.67
59 H 0.80 -1.67 4.92
60 H -1.13 0.47 4.19
61 H -3.18 -0.46 5.21
62 H -4.01 -2.68 4.52
63 H -2.79 -3.97 2.79
64 H -0.75 -3.04 1.77
65 N 1.84 1.46 -5.09
66 C 1.20 1.31 -3.93
67 O 0.51 0.28 -3.75
68 C 1.32 2.35 -2.86
69 C 0.29 2.13 -1.75
70 H 1.78 0.74 -5.79
71 H 2.38 2.29 -5.27
72 H 1.29 3.34 -3.32
73 H 2.33 2.21 -2.46
74 H -0.54 2.84 -1.86
75 H 0.77 2.34 -0.80
76 C 4.95 -0.99 -1.74
77 C 4.12 -0.55 -0.52
78 C 4.70 0.75 0.04
79 C 4.16 -1.65 0.54
80 C 2.73 -0.33 -0.94
81 C 1.57 -0.17 -1.28
82 H 5.98 -1.17 -1.45
83 H 4.93 -0.21 -2.51
84 H 4.54 -1.90 -2.17
85 H 5.73 0.59 0.39
86 H 4.10 1.11 0.88
87 H 4.71 1.53 -0.72
88 H 5.19 -1.80 0.89
89 H 3.79 -2.59 0.14
90 H 3.55 -1.38 1.40

These are the Mulliken partial charges, in e, on atoms 1 to 6: 2.079 -0.744 0.402 -0.733 -0.290 -0.768

It turns out A) is the most stable, with the second structure 63.5 kJ/mol higher.

A) C9H16N3O | wB97M-V/def2-TZVPD

Properties
- charge = +1
- 2S+1 = 1
- HOMO level (eV) = -10.83

Cartesian coordinates (Å):
1 C -3.17 0.60 0.96
2 C 0.75 -2.12 0.38
3 C 1.44 1.95 -0.29
4 C 1.04 -1.40 -0.96
5 C 0.97 1.12 -1.55
6 C 0.17 -0.95 1.30
7 C 0.55 1.47 0.90
8 C -3.07 0.02 -1.06
9 C 0.34 -0.09 -0.90
10 N -2.66 0.97 -0.22
11 N -3.74 -0.62 0.87
12 N 0.20 0.13 0.50
13 O -3.73 -1.01 -0.48
14 H -3.01 1.01 1.98
15 H 0.29 -3.04 0.17
16 H 1.75 -2.36 0.65
17 H 2.41 1.70 0.03
18 H 1.46 3.12 -0.35
19 H 2.08 -1.27 -1.05
20 H 0.61 -1.97 -1.71
21 H 0.31 1.70 -2.18
22 H 1.81 0.83 -2.22
23 H -0.79 -1.29 1.60
24 H 0.68 -0.71 2.25
25 H 0.97 1.62 1.93
26 H -0.46 1.97 1.07
27 H -0.65 -0.17 -1.31
28 H -4.53 -1.24 1.31
29 H -2.80 -0.03 -2.07

These are the Mulliken partial charges, in e, on atoms 1 to 6: -0.039 -0.717 -0.621 -0.919 -0.844 -0.565

B) C9H16N3O | wB97M-V/def2-TZVPD

Properties
- charge = +1
- 2S+1 = 1
- HOMO level (eV) = -11.97

Cartesian coordinates (Å):
1 C 2.39 -1.53 -0.75
2 C 2.22 0.95 -0.98
3 N 1.75 -0.32 -1.01
4 N 3.53 1.13 -1.19
5 N 1.41 1.89 -0.53
6 H 0.74 -0.42 -1.21
7 H 4.02 0.51 -1.81
8 H 3.96 1.83 -0.59
9 H 0.55 1.77 0.00
10 H 1.73 2.84 -0.71
11 H 2.78 -2.08 -1.59
12 H 1.76 -2.27 -0.21
13 H 3.12 -1.50 0.15
14 C -1.98 0.99 2.74
15 C -1.48 0.92 0.34
16 C -1.69 0.22 1.54
17 C -1.46 0.35 -0.90
18 C -1.80 -1.00 -0.98
19 C -1.79 -1.18 1.49
20 C -1.75 -1.71 0.21
21 O -2.00 -1.68 -2.18
22 H -1.25 2.00 0.39
23 H -1.60 0.95 -1.81
24 H -2.97 1.48 2.92
25 H -1.43 1.89 3.04
26 H -1.91 -1.86 2.32
27 H -2.96 -1.74 -2.30
28 H -1.87 -2.79 0.00
29 H -2.02 0.40 3.63

These are the Mulliken partial charges, in e, on atoms 1 to 6: -1.087 0.643 -0.030 -0.381 -0.249 0.118

C) C9H16N3O | wB97M-V/def2-TZVPD

Properties
- charge = +1
- 2S+1 = 1
- HOMO level (eV) = -11.74

Cartesian coordinates (Å):
1 C 1.90 0.03 -1.31
2 C 0.82 -2.03 -0.70
3 N 0.75 -0.74 -0.82
4 N 2.02 -2.73 -0.91
5 N -0.22 -2.79 -0.35
6 H -0.12 -0.22 -0.68
7 H 2.70 -2.69 -0.17
8 H 2.25 -3.01 -1.85
9 H -1.10 -2.31 -0.46
10 H -0.02 -3.76 -0.19
11 H 2.73 0.08 -0.60
12 H 1.61 1.08 -1.17
13 H 2.17 -0.11 -2.34
14 C 1.11 2.39 1.22
15 C -1.66 -0.20 1.32
16 C -0.48 0.50 1.62
17 C -2.39 0.22 0.19
18 C -0.25 1.73 1.07
19 C -2.10 1.46 -0.45
20 C -1.14 2.26 0.09
21 O -3.60 -0.27 -0.20
22 H -1.97 -1.16 1.69
23 H 0.25 0.20 2.37
24 H -4.05 -0.83 0.45
25 H -2.70 1.83 -1.27
26 H 1.26 3.01 2.12
27 H 1.35 3.16 0.48
28 H -0.96 3.29 -0.22
29 H 1.84 1.61 1.07

These are the Mulliken partial charges, in e, on atoms 1 to 6: -1.128 0.619 0.030 -0.466 -0.271 0.051

D) C9H16N3O | wB97M-V/def2-TZVPD

Properties
- charge = +1
- 2S+1 = 1
- HOMO level (eV) = -11.78

Cartesian coordinates (Å):
1 C -1.49 -0.45 -2.32
2 C -1.36 -1.94 -0.36
3 N -1.51 -0.70 -0.89
4 N -2.19 -2.90 -0.71
5 N -0.49 -2.11 0.62
6 H -1.78 0.07 -0.30
7 H -2.88 -2.80 -1.44
8 H -2.23 -3.81 -0.28
9 H 0.32 -1.50 0.62
10 H -0.30 -3.05 0.94
11 H -1.77 -1.26 -2.99
12 H -0.60 0.06 -2.64
13 H -2.34 0.20 -2.56
14 C -0.30 1.49 2.73
15 C 1.41 0.25 1.38
16 C 0.70 1.43 1.62
17 C 2.17 0.07 0.24
18 C 2.20 1.09 -0.72
19 C 0.79 2.46 0.68
20 C 1.49 2.25 -0.51
21 O 2.64 0.83 -2.00
22 H 1.39 -0.46 2.20
23 H 2.72 -0.85 0.09
24 H -0.46 2.45 3.19
25 H -0.15 0.75 3.53
26 H 0.34 3.39 1.00
27 H 3.59 0.93 -2.14
28 H 1.34 2.94 -1.32
29 H -1.26 1.17 2.32

These are the Mulliken partial charges, in e, on atoms 1 to 6: -0.985 0.563 -0.043 -0.342 -0.230 0.225

It turns out D) is the most stable, with the second structure 31.6 kJ/mol higher.